{"formula": "C45H72Cl26N2O4S", "method": "the ωB97M-V functional and the def2-TZVPD basis", "orbital_gap_ev": 8.408, "total_charge": 0, "elements": ["C", "C", "C", "C", "C", "C", "C", "C", "C", "C", "C", "C", "C", "C", "C", "C", "O", "C", "C", "C", "C", "C", "N", "N", "C", "C", "C", "C", "C", "C", "C", "C", "O", "O", "C", "C", "O", "C", "S", "H", "H", "H", "H", "H", "H", "H", "H", "H", "H", "H", "H", "H", "H", "H", "H", "H", "H", "H", "H", "H", "H", "H", "H", "H", "H", "H", "H", "H", "H", "H", "H", "H", "H", "H", "H", "H", "H", "H", "H", "H", "H", "H", "H", "H", "H", "C", "Cl", "Cl", "H", "H", "C", "Cl", "Cl", "H", "H", "C", "Cl", "Cl", "H", "H", "C", "Cl", "Cl", "H", "H", "C", "Cl", "Cl", "H", "H", "C", "Cl", "Cl", "H", "H", "C", "Cl", "Cl", "H", "H", "C", "Cl", "Cl", "H", "H", "C", "Cl", "Cl", "H", "H", "C", "Cl", "Cl", "H", "H", "C", "Cl", "Cl", "H", "H", "C", "Cl", "Cl", "H", "H", "C", "Cl", "Cl", "H", "H"], "xyz": [[-2.2285, -1.8262, 2.5862], [-2.6591, -1.1135, 3.8823], [-3.5274, 0.1214, 3.5410], [-4.9162, -0.2521, 2.9479], [-5.3277, 0.6843, 1.7742], [-4.9340, 0.0792, 0.4028], [-5.1468, 1.0633, -0.7790], [-3.9329, 1.9637, -1.1468], [-3.1523, 2.5959, 0.0244], [-1.7412, 2.9753, -0.5061], [-0.8398, 3.6236, 0.5605], [0.6597, 3.5332, 0.2009], [1.3053, 2.2010, 0.6846], [2.4060, 1.7820, -0.2784], [3.7677, 2.0879, -0.1578], [4.3712, 2.8850, 1.0093], [3.9148, 2.5530, 2.3045], [4.3148, 1.2603, 2.6978], [4.6967, 1.6776, -1.1106], [4.3023, 0.9165, -2.1953], [2.9752, 0.5879, -2.2949], [2.0032, 1.0059, -1.3852], [0.6267, 0.6504, -1.5896], [0.0537, 1.4222, -2.6876], [0.4476, -0.7538, -1.7892], [-0.4951, -1.4134, -1.0255], [-0.6370, -2.7913, -1.2073], [-1.6500, -3.5099, -0.3311], [0.1293, -3.4745, -2.1273], [1.0611, -2.8144, -2.9251], [1.9357, -3.5224, -3.9489], [1.1690, -3.6527, -5.2774], [1.7839, -3.5183, -6.2906], [-0.1970, -3.8808, -5.2467], [-0.9529, -2.6999, -5.3960], [-2.0839, -2.4099, -4.4264], [-0.6957, -1.9112, -6.2518], [1.2048, -1.4484, -2.7376], [2.3813, -0.4405, -3.6469], [-3.1142, -2.1578, 2.0270], [-1.6531, -2.7338, 2.8241], [-1.5956, -1.1882, 1.9541], [-1.7572, -0.7472, 4.3961], [-3.1919, -1.8128, 4.5450], [-2.9379, 0.7564, 2.8623], [-3.7143, 0.6982, 4.4604], [-4.9486, -1.2958, 2.6059], [-5.6543, -0.1051, 3.7505], [-4.8410, 1.6486, 1.9490], [-6.4113, 0.8819, 1.7749], [-5.5652, -0.8138, 0.2892], [-3.8723, -0.2220, 0.4057], [-5.3419, 0.4397, -1.6679], [-6.0681, 1.6367, -0.5944], [-3.2672, 1.4458, -1.8534], [-4.3494, 2.8097, -1.7206], [-3.6753, 3.5045, 0.3633], [-2.9852, 1.9168, 0.8648], [-1.8523, 3.5787, -1.4181], [-1.2811, 2.0164, -0.7887], [-1.0468, 3.1545, 1.5330], [-1.0945, 4.6933, 0.6042], [1.2047, 4.3628, 0.6797], [0.8333, 3.5940, -0.8817], [0.5141, 1.4408, 0.5907], [1.6001, 2.2083, 1.7365], [5.4582, 2.6655, 0.9881], [4.2853, 3.9663, 0.8278], [3.6758, 1.0018, 3.5515], [5.3606, 1.2005, 3.0445], [4.1552, 0.4848, 1.9335], [5.7573, 1.9644, -0.9474], [5.0307, 0.5953, -2.9366], [0.6849, 2.1839, -2.9225], [-0.0132, 0.8179, -3.5054], [-1.0918, -0.8552, -0.3068], [-1.4424, -4.5862, -0.2698], [-1.6475, -3.0944, 0.6840], [-2.6765, -3.4086, -0.7109], [0.0125, -4.5544, -2.2270], [2.2503, -4.4939, -3.5501], [2.8529, -2.9480, -4.1071], [-2.7652, -3.2600, -4.3073], [-2.6135, -1.5105, -4.7472], [-1.6424, -2.1882, -3.4473], [2.8245, -7.0507, -5.2620], [1.8660, -7.7936, -3.9782], [4.1368, -6.0622, -4.6168], [3.2439, -7.8324, -5.8850], [2.1741, -6.4136, -5.8530], [-3.7474, 0.9342, 8.0212], [-2.4296, -0.2099, 7.7379], [-4.7334, 1.1546, 6.5727], [-4.3756, 0.5564, 8.8204], [-3.3226, 1.8914, 8.3031], [1.4300, 6.2087, 3.8688], [2.5229, 4.8913, 3.4311], [0.2512, 6.5484, 2.6009], [0.8987, 5.9341, 4.7740], [2.0194, 7.1040, 4.0394], [-3.7723, -3.5449, 7.5033], [-2.4637, -4.7141, 7.2786], [-4.6994, -3.3135, 6.0186], [-4.4377, -3.9107, 8.2777], [-3.3432, -2.5953, 7.7978], [8.7170, -0.2838, -0.8672], [7.2235, 0.6054, -1.2234], [8.3894, -1.7322, 0.0886], [9.1836, -0.5782, -1.8010], [9.3827, 0.3628, -0.3065], [-5.0271, 4.6313, 4.9501], [-5.4705, 3.1969, 4.0220], [-3.3581, 5.1173, 4.6274], [-5.6885, 5.4449, 4.6740], [-5.1299, 4.4084, 6.0070], [2.8625, 1.6009, 6.5246], [1.6471, 2.8600, 6.7665], [2.2289, 0.2524, 5.5715], [3.7080, 2.0316, 5.9979], [3.1769, 1.2269, 7.4924], [0.6937, 0.5115, -8.6732], [1.6526, 1.9331, -9.1082], [-0.8402, 0.9551, -7.9281], [0.4900, -0.0621, -9.5707], [1.2587, -0.0900, -7.9691], [-2.8058, -8.5304, 8.2846], [-4.4671, -8.2614, 8.8233], [-1.8132, -9.2435, 9.5618], [-2.8198, -9.2045, 7.4356], [-2.3755, -7.5776, 7.9978], [0.9453, 5.5570, -3.0214], [2.2316, 4.3769, -3.3152], [-0.1220, 5.7161, -4.4200], [0.3585, 5.2293, -2.1696], [1.3979, 6.5202, -2.8140], [5.9278, 6.6792, 3.0033], [4.5936, 7.1558, 1.9505], [5.6986, 7.2746, 4.6522], [5.9812, 5.5956, 3.0278], [6.8497, 7.0905, 2.6078], [-1.0318, -5.6649, -8.0734], [-1.0934, -6.9605, -6.8683], [-2.5496, -5.5384, -8.9695], [-0.8450, -4.7252, -7.5653], [-0.2298, -5.8760, -8.7719], [3.3327, -2.3011, -8.7351], [5.0539, -2.7044, -8.6850], [2.6798, -2.4699, -10.3716], [2.7967, -2.9669, -8.0705], [3.2055, -1.2733, -8.4124]], "atomic_forces_ev_per_a": [[-0.09, -0.39, 0.66], [0.14, 0.54, -0.57], [-0.14, -0.64, 0.33], [-0.06, 0.97, -0.12], [0.37, -0.53, 0.03], [-0.08, 0.91, 0.25], [0.21, -0.80, -0.16], [-0.98, 0.42, 0.37], [0.81, 0.37, -0.98], [-0.29, -0.81, 0.82], [-0.02, 0.56, -0.99], [0.30, -0.24, 0.92], [-0.50, -0.19, -0.57], [-0.51, -0.57, 0.24], [0.21, 0.37, 0.63], [0.71, -0.29, -0.39], [-0.02, 0.19, -0.43], [-0.35, -0.56, 0.72], [-0.11, 0.60, 0.23], [0.62, 0.29, -0.19], [-1.31, -0.72, -0.70], [1.02, 0.17, 0.28], [0.45, 0.40, 0.04], [-0.71, -0.19, -0.26], [-0.34, 0.14, 0.11], [0.39, -0.26, -0.43], [-0.98, -0.14, 1.10], [0.04, -0.22, -0.04], [0.28, -0.31, -0.23], [0.54, 0.03, 0.00], [-1.38, -0.01, 0.78], [1.70, 0.25, 0.16], [-0.60, -0.39, -0.56], [-0.16, 0.42, 0.87], [-0.74, 1.09, -0.22], [0.33, -0.66, 0.32], [0.57, -0.27, -0.19], [0.40, 1.00, -0.10], [0.38, -0.32, 0.19], [0.28, 0.18, -0.04], [-0.07, 0.22, -0.07], [-0.25, -0.03, 0.13], [-0.21, -0.25, 0.06], [0.23, 0.34, -0.24], [-0.26, -0.09, 0.01], [0.37, -0.14, -0.63], [-0.08, 0.18, 0.21], [0.11, -0.41, -0.13], [-0.09, -0.07, -0.26], [0.23, -0.16, -0.03], [0.31, 0.08, -0.20], [-0.28, -0.13, 0.12], [-0.13, 0.30, 0.15], [0.33, 0.05, -0.04], [0.00, -0.08, 0.46], [0.22, -0.26, -0.03], [0.05, -0.37, 0.22], [-0.28, 0.03, -0.03], [0.27, -0.02, 0.19], [-0.08, 0.40, -0.18], [0.18, 0.24, -0.09], [-0.10, -0.24, 0.39], [-0.11, -0.12, -0.27], [-0.28, 0.11, 0.18], [0.30, 0.14, 0.07], [0.19, 0.34, -0.25], [-0.25, 0.19, -0.10], [-0.39, -0.21, 0.39], [0.22, 0.00, -0.25], [-0.09, 0.27, -0.30], [0.02, 0.33, -0.05], [-1.58, 0.16, -0.25], [-0.25, -0.08, 0.10], [0.07, -0.12, 0.04], [0.23, 0.19, -0.05], [0.12, -0.14, -0.11], [0.02, 0.25, -0.02], [0.07, -0.22, -0.42], [0.22, 0.08, -0.04], [0.01, 0.21, 0.00], [-0.35, 0.00, -0.30], [-0.28, -0.16, -0.34], [0.16, 0.15, -0.02], [0.12, -0.33, -0.24], [-0.08, -0.18, -0.14], [-0.12, 0.05, -0.20], [-0.06, -0.01, 0.02], [0.19, -0.07, -0.06], [0.05, -0.01, 0.10], [-0.01, 0.00, 0.06], [-0.12, 0.06, 0.08], [0.13, 0.08, 0.04], [-0.15, 0.13, 0.44], [0.01, -0.08, -0.07], [0.06, -0.04, -0.10], [0.24, 0.08, 0.23], [-0.19, -0.15, 0.09], [-0.09, 0.03, -0.05], [-0.03, -0.08, -0.08], [0.02, -0.03, -0.09], [-0.13, -0.01, 0.13], [0.08, 0.00, 0.04], [-0.15, -0.04, 0.12], [0.00, -0.12, -0.09], [0.05, -0.04, -0.12], [0.13, 0.02, -0.18], [1.39, -0.85, 0.14], [0.04, 0.00, 0.00], [-0.08, -0.05, 0.01], [-0.09, 0.00, 0.06], [-0.05, 0.01, 0.11], [-0.13, 0.12, -0.06], [0.02, 0.05, 0.03], [0.06, -0.02, -0.09], [0.08, -0.08, -0.04], [0.11, 0.03, -0.02], [0.01, 0.02, 0.05], [-0.05, -0.06, 0.13], [-0.09, 0.02, -0.08], [-0.11, -0.03, -0.01], [-0.01, -0.18, -0.02], [0.08, -0.05, -0.02], [-0.07, 0.05, 0.01], [0.00, 0.09, -0.02], [-0.06, 0.09, 0.08], [0.05, 0.03, -0.10], [-0.03, 0.04, -0.06], [0.05, 0.00, -0.04], [-0.05, -0.06, 0.09], [-0.04, 0.02, 0.11], [-0.08, 0.10, 0.05], [0.05, -0.03, 0.09], [-0.02, 0.02, 0.05], [0.00, -0.08, -0.07], [0.05, -0.04, -0.10], [0.04, -0.11, -0.03], [0.09, 0.11, -0.17], [0.05, -0.03, 0.03], [-0.13, 0.02, 0.06], [-0.06, 0.09, 0.03], [0.07, 0.11, -0.04], [0.13, 0.04, 0.04], [0.02, 0.04, -0.02], [-0.05, -0.05, 0.03], [-0.07, -0.08, -0.01], [-0.03, -0.03, 0.10], [0.01, 0.03, 0.07], [-0.11, 0.05, -0.01], [0.08, -0.01, -0.13], [0.12, 0.02, -0.11]]}